(1)
Below is C29H30F5HfO5S as an isolated structure at a distorted geometry, with properties calculated with wB97M-V/def2-TZVPD.

Properties
orbital gap (spin up / spin down)	3.0 / 3.0	eV
energy	-2444.73764	a.u.
charge	-1
maximum force	3.0	eV/Å
HOMO energy (spin up / spin down)	-0.0338 / -0.0337	Eh
M	764.101	g/mol

```
71
Properties=species:S:1:pos:R:3:forces:R:3
C -0.4186 -0.4845 -4.4208 1.4 -0.6 -0.8
C -1.1007 -1.6391 -3.6453 -0.2 0.9 -0.2
C -0.6387 0.8580 -3.6883 0.1 0.0 -0.4
C -1.5914 0.5637 -2.5429 -0.1 -0.6 0.1
H -1.0370 1.5220 -4.4522 0.0 0.3 0.3
H 0.3371 1.2488 -3.3631 -0.4 0.0 0.1
C -1.4271 -0.9870 -2.3054 -0.1 0.4 0.5
H -0.4270 -2.5127 -3.5705 -0.6 0.4 0.1
H -2.0411 -1.8797 -4.1750 0.4 -0.2 0.3
C -0.2610 -0.9866 -1.3032 0.7 0.0 -0.5
H -2.3316 -1.4514 -1.8909 0.2 0.2 0.2
H -2.6077 0.8079 -2.8618 0.0 0.0 0.2
C -1.2353 1.1798 -1.1738 -0.2 0.2 0.6
C 1.0962 -0.6388 -4.4122 0.4 0.0 0.4
C -0.7494 -0.3530 -5.9272 -0.9 0.2 0.5
O -1.0010 0.7097 -6.4265 -0.1 -0.5 -0.3
O 1.7967 -1.0864 -3.5322 -0.3 0.0 -1.0
O 1.5839 -0.0948 -5.5399 0.8 -0.2 0.2
O -0.8307 -1.4741 -6.6792 0.4 -0.5 0.1
C -0.2837 -2.7446 -6.2237 -0.1 0.7 0.3
H -1.0219 -3.2550 -5.5777 0.5 0.2 -0.4
H 0.6687 -2.5741 -5.6710 -0.7 -0.4 -0.4
H -0.0982 -3.3213 -7.1359 0.0 0.2 0.3
C 3.0079 -0.2007 -5.7134 0.0 0.1 -0.1
H 3.5633 0.3031 -4.9010 -0.4 -0.3 -0.4
H 3.1678 0.2978 -6.6750 0.2 -0.2 0.3
H 3.2842 -1.2685 -5.7593 0.0 0.5 0.0
O -0.3052 0.2512 -0.6138 -0.1 -0.3 0.2
H 0.7168 -0.9829 -1.7958 -0.4 -0.2 -0.2
H -0.2173 -1.8797 -0.6555 -0.5 0.6 0.1
C -2.4877 1.2283 -0.2705 0.3 -0.3 0.1
C -0.5285 2.5549 -1.0854 -0.1 -0.1 0.0
H -1.1118 3.3524 -1.5609 0.1 -0.2 -0.1
H 0.4924 2.5324 -1.5039 -0.5 0.0 0.1
H -0.4437 2.8235 -0.0139 0.0 -0.3 -0.5
H -2.1780 1.4810 0.7610 -0.1 -0.2 -0.5
H -2.9309 0.2170 -0.2591 -0.1 0.5 0.1
H -3.2060 1.9829 -0.6126 0.0 -0.2 -0.1
Hf -0.0097 -0.3624 2.7104 -1.1 -0.6 -0.3
C -1.9547 -1.3236 3.7059 -1.3 -0.7 -0.9
C -2.4070 -1.1968 2.3441 0.0 -0.9 0.6
C -1.5758 -2.0088 1.5225 -0.8 -0.2 0.4
H -3.3399 -0.7128 2.0235 0.7 0.0 0.1
C -0.5796 -2.6129 2.3617 -0.9 -0.7 -0.3
C -0.8303 -2.2181 3.7239 0.3 -0.3 0.9
H -0.3107 -2.5661 4.6218 -0.4 -0.1 -0.4
H -2.5004 -0.9867 4.5876 0.4 0.3 -0.5
H -1.8554 -2.3600 0.5187 0.4 0.6 0.4
H 0.1069 -3.3970 2.0466 -0.1 0.4 0.0
C 2.0852 0.7870 2.7741 0.6 0.2 0.8
C 2.1119 -0.3326 3.6629 1.8 -0.2 -0.2
C 2.0134 -1.5072 2.8611 1.9 -0.2 -0.3
H 2.3807 -0.2903 4.7319 -0.5 -0.2 -0.7
C 1.8693 -1.1165 1.4811 1.6 -0.5 0.7
C 1.9319 0.3118 1.4340 0.1 0.6 -1.1
H 2.0587 0.9352 0.5299 -0.4 -0.6 0.7
H 2.2919 1.8273 3.0705 -0.5 -0.7 -0.2
H 2.1492 -2.5277 3.2499 -0.4 0.6 -0.3
H 1.9169 -1.7851 0.5995 -0.4 0.5 0.8
F 1.9607 3.0343 8.4023 -0.1 0.0 -0.1
C 1.2649 2.7738 7.2813 -0.2 -0.1 -0.2
C 1.3342 3.6420 6.1910 0.1 -0.1 -0.2
F 2.1213 4.7335 6.2404 -0.2 -0.1 0.2
C 0.6616 3.3343 5.0175 0.0 -0.4 -0.2
F 0.8149 4.1381 3.9338 0.0 -0.3 0.9
C -0.0790 2.1542 4.8977 -0.6 -0.2 -0.6
S -0.8519 1.7729 3.3021 -0.9 2.7 0.9
C -0.1698 1.3218 6.0152 0.2 -0.5 -0.3
F -0.8094 0.1091 5.9389 0.5 1.3 0.2
C 0.5021 1.6102 7.1927 0.2 0.0 -0.2
F 0.4940 0.7199 8.2036 0.0 0.4 0.0
```
Positions in Å, forces in eV/Å.

Atomic partial charges in e from the Löwdin method, atoms 1 to 8: C -0.23; C -0.06; C -0.03; C -0.15; H 0.12; H 0.14; C -0.19; H 0.13

=====

(2)
Below is a 2-piece molecular cluster, C3H7ClO2S overall at a distorted geometry, with properties calculated with wB97M-V/def2-TZVPD.

Properties
orbital gap	9.5	eV
energy	-1127.30341	a.u.
maximum force	4.7	eV/Å
relative energy (zero: lowest compared OMol25 entry of this formula, charge and spin)	15.9	kcal per mole
SMILES	O=CCl.CCSO
HOMO energy	-0.3280	Eh
M	142.607	g/mol

```
14
Properties=species:S:1:pos:R:3:forces:R:3
O -3.7447 0.0132 -0.0579 -0.5 0.3 -0.3
C -3.2636 -0.8115 0.6440 0.8 1.7 -1.4
Cl -4.0972 -1.8634 1.6038 -1.4 -1.6 1.5
H -2.2047 -0.9215 0.7057 1.1 -0.4 0.3
C 1.3789 -0.0110 -1.5232 0.4 -1.8 0.0
C 0.6553 0.1953 -0.2749 -0.4 2.0 4.3
S 1.6248 -0.2201 1.2426 0.2 -0.1 -0.8
O 2.6184 1.1260 1.2337 0.1 -0.4 0.2
H 1.6505 -1.0598 -1.6924 0.2 0.1 0.3
H 0.7739 0.2156 -2.3320 -1.2 0.8 -1.8
H 2.2549 0.5976 -1.5298 0.7 0.4 -0.1
H -0.2788 -0.2214 0.1070 -0.3 -0.7 -1.4
H 0.4582 1.2805 0.0017 0.3 -0.9 -1.0
H 2.1738 1.6805 1.8717 0.2 0.7 0.2
```
Positions in Å, forces in eV/Å.

Atomic partial charges in e from the natural (NBO) method, atoms 1 to 8: O -0.48; C 0.32; Cl 0.03; H 0.13; C -0.63; C -0.53; S 0.43; O -0.84

=====

(3)
Below is C29H22ClIN8O2Tl as an isolated structure at a distorted geometry, with properties calculated with wB97M-V/def2-TZVPD.

Properties
orbital gap	5.3	eV
energy	-2637.23485	a.u.
charge	-1
maximum force	3.1	eV/Å
relative energy (zero: lowest compared OMol25 entry of this formula, charge and spin)	32.7	kcal per mole
HOMO energy	-0.1315	Eh
M	881.289	g/mol

```
64
Properties=species:S:1:pos:R:3:forces:R:3
Tl 1.9646 0.0685 -1.3746 0.2 0.6 -0.5
Cl -1.6923 7.0962 -0.3791 -0.9 0.6 0.2
C -0.6395 5.7640 -0.2283 2.5 -1.4 0.6
C 0.7613 6.0394 -0.2027 -1.5 0.4 0.5
C 1.7913 5.1072 -0.3119 -1.7 -1.1 0.5
I 3.7968 5.5580 0.0895 -0.4 -0.1 -0.3
C 1.3945 3.7073 -0.5099 -0.2 0.9 -0.5
O 2.1809 2.8090 -0.8196 0.4 -0.3 0.3
C -0.1022 3.3933 -0.4463 1.5 1.5 0.2
N -0.3662 2.1309 -0.7097 -2.8 -1.4 0.4
C -1.6803 1.7573 -0.7228 0.9 0.0 0.2
C -2.7289 2.6672 -0.4871 1.2 -0.6 -0.3
C -2.4095 3.9612 -0.2149 -1.2 1.3 0.3
C -1.0860 4.4130 -0.1818 0.7 0.0 -1.4
H 0.9062 7.0975 0.0262 0.7 -0.2 -0.4
H -1.9162 0.6886 -0.8663 0.4 0.6 -0.2
H -3.7583 2.4060 -0.6269 -0.4 -0.4 0.2
H -3.2595 4.6520 -0.0634 0.7 -0.1 -0.1
O 4.3279 0.2360 -1.0001 0.2 0.0 0.0
C 5.4313 -0.3938 -0.8828 -1.1 -0.5 0.1
C 6.6545 0.3045 -1.1127 -0.1 0.3 -0.5
C 7.8421 -0.3723 -1.0677 0.3 1.0 0.0
C 7.8786 -1.6866 -0.6856 1.4 -1.6 0.0
C 6.7452 -2.3976 -0.4156 -0.6 0.6 0.0
C 5.4844 -1.8200 -0.5378 0.0 0.8 -0.1
C 4.2836 -2.6405 -0.3275 0.8 -0.7 -0.1
N 3.0175 -2.2707 -0.3713 1.1 0.7 0.2
C 2.2647 -3.3309 -0.0537 0.5 -2.2 0.3
C 3.0528 -4.4703 0.1551 0.2 0.7 -0.3
N 4.3707 -4.0164 -0.0496 -0.9 1.1 0.0
H 6.5798 1.3589 -1.4394 0.0 -0.7 0.4
H 8.7962 0.0958 -1.2818 -0.1 0.3 -0.1
H 8.8262 -2.2319 -0.6876 -0.1 0.3 0.2
H 6.8726 -3.3880 -0.0526 0.0 -0.9 0.1
H 1.2130 -3.1509 -0.0135 -0.5 -0.6 0.1
H 2.8621 -5.5382 0.3625 0.0 1.0 -0.1
H 5.2408 -4.5388 0.0590 -0.8 0.3 -0.1
C -0.5516 -0.6889 2.0080 -0.1 0.2 0.3
C -1.0449 -1.4254 0.8206 1.3 -1.3 -2.1
N -0.4035 -1.3523 -0.3611 -1.3 -0.3 1.3
C -0.9914 -2.2639 -1.2259 -0.8 0.2 1.4
C -1.9970 -2.9369 -0.5402 1.1 0.1 -1.1
N -1.9753 -2.4479 0.7814 0.0 0.5 -1.9
C -3.0773 -2.5747 1.6452 -2.3 0.0 0.4
N -3.9866 -1.3948 1.7039 0.5 0.4 1.1
N -4.2254 -0.8354 2.9566 0.0 0.7 -1.1
N -5.0533 0.1463 2.8308 0.6 -1.1 0.8
C -5.4468 0.2399 1.5281 0.2 -1.3 0.1
C -6.5465 0.9144 1.0241 -0.8 1.8 -0.5
C -6.8442 0.7293 -0.3267 0.0 0.0 -0.4
C -6.1634 -0.2833 -1.0758 0.3 -0.4 0.0
C -5.0642 -0.9603 -0.5469 -0.3 -1.0 -0.4
C -4.7462 -0.7422 0.7847 -0.6 0.9 0.5
H -1.0846 0.2848 2.0921 0.7 -0.4 -0.1
H 0.5396 -0.5947 1.7851 -0.9 0.4 0.6
H -0.7134 -1.2301 2.9655 0.2 0.2 -0.7
H -0.6557 -2.2999 -2.2715 -0.3 -0.3 0.7
H -2.5971 -3.7875 -0.9014 0.2 0.7 0.7
H -2.7411 -2.7160 2.6559 -0.1 0.0 0.5
H -3.7620 -3.4135 1.3614 1.1 0.3 0.0
H -7.1282 1.6278 1.6921 0.9 -1.0 -1.1
H -7.5492 1.3867 -0.8888 0.3 -0.9 0.9
H -6.5655 -0.6573 -2.0434 0.5 0.9 0.6
H -4.5258 -1.7892 -1.0215 -0.5 0.5 -0.4
```
Positions in Å, forces in eV/Å.

Atomic partial charges in e from the natural (NBO) method, atoms 1 to 8: Tl 0.84; Cl -0.04; C -0.20; C -0.19; C -0.34; I 0.11; C 0.42; O -0.68

=====

(4)
Below is C14H28N6O6Zn as an isolated structure at a distorted geometry, with properties calculated with wB97M-V/def2-TZVPD.

Properties
orbital gap (spin up / spin down)	4.9 / 5.0	eV
energy	-3109.33585	a.u.
maximum force	3.9	eV/Å
HOMO energy (spin up / spin down)	-0.2181 / -0.2182	Eh
M	441.804	g/mol

```
55
Properties=species:S:1:pos:R:3:forces:R:3
O -0.6399 0.1698 -3.3898 -0.7 0.4 -0.8
H -0.6643 0.2990 -4.3554 0.0 0.0 0.8
Zn -0.6294 0.3143 -0.1750 1.1 1.6 0.0
N -0.7239 2.0868 0.7008 3.0 1.8 -1.4
N 0.9577 1.2320 -1.0930 0.2 3.4 0.7
N -2.1199 -0.5370 0.8316 -1.0 -3.4 1.3
N -0.7720 -1.4310 -1.0973 -1.5 -3.4 0.2
O -1.6070 2.3826 1.6145 -1.4 -0.1 1.4
O -2.5313 -0.0478 2.0442 -0.1 -0.5 -1.1
O 0.1532 -1.8715 -2.0298 -1.4 0.1 -1.1
O 1.8537 0.7273 -1.8171 0.7 -0.3 -1.9
C 1.2134 2.4595 -0.5651 0.1 -2.3 -1.5
C 0.3616 2.8793 0.4944 -3.2 -1.9 1.0
C -2.2361 -1.8625 0.6348 -0.7 3.4 1.6
C -1.5249 -2.3617 -0.5130 2.4 1.8 -2.2
C 0.6458 4.0091 1.4142 0.0 0.5 -0.1
H 1.0374 3.6502 2.3778 -0.2 0.0 -0.2
H -0.2710 4.5746 1.6033 0.1 -0.1 0.1
H 1.3948 4.6738 0.9810 -0.1 0.0 0.1
C 2.4255 3.1489 -1.0557 0.4 0.3 0.2
H 2.3230 3.3698 -2.1275 0.1 -0.1 0.2
H 3.2961 2.4880 -0.9424 -0.1 0.2 -0.1
H 2.5924 4.0824 -0.5146 0.1 -0.1 -0.2
C -2.9670 -2.7578 1.5671 -0.2 -0.2 0.3
C -1.4990 -3.7846 -0.9351 0.2 -0.3 -0.1
H -3.4745 -2.1594 2.3290 0.1 -0.2 -0.2
H -2.2970 -3.4709 2.0745 -0.1 0.3 -0.2
H -3.7046 -3.3460 1.0083 0.1 0.1 0.1
H -0.8208 -3.8777 -1.7920 -0.3 -0.1 0.3
H -2.4961 -4.1422 -1.2248 0.2 0.2 0.2
H -1.1380 -4.4236 -0.1182 -0.1 0.1 -0.2
H -2.2577 0.9396 1.9771 0.2 0.6 -0.1
H -0.0030 -1.1841 -2.7571 0.4 -0.2 0.5
C -1.6897 0.9455 -2.7552 0.0 0.2 -0.5
H -1.2449 1.7577 -2.1664 -0.1 -0.2 -0.2
H -2.2793 0.2836 -2.1092 0.1 0.2 -0.2
H -2.3628 1.3935 -3.5005 0.2 -0.2 0.2
O -3.8320 2.5928 -0.4754 0.0 -0.7 0.1
H -4.2439 1.7093 -0.4817 0.3 0.6 0.1
H -3.1990 2.5745 0.2736 -0.1 0.0 -0.1
C 3.9732 -2.2895 -0.4574 0.8 -0.5 -0.2
C 2.9340 -1.6505 0.3611 -1.0 0.8 0.9
C 2.7631 -1.3478 1.7173 0.4 -0.1 0.2
C 1.5492 -0.6382 1.8410 1.0 -0.8 -1.9
N 1.0307 -0.5340 0.6057 0.2 -0.7 1.2
N 1.8638 -1.1390 -0.2494 0.5 -0.9 1.3
C 0.8849 -0.0502 3.0092 -0.3 0.3 0.9
H 4.9076 -1.7116 -0.4195 -0.2 -0.2 0.0
H 4.1819 -3.3085 -0.1054 0.0 0.2 -0.1
H 3.6447 -2.3389 -1.5032 0.1 0.0 0.2
H 3.4516 -1.5856 2.5141 0.0 0.0 0.0
H 1.6649 -1.2209 -1.2432 -0.1 0.6 0.4
H 0.2764 -0.7917 3.5464 0.2 0.1 -0.1
H 1.6266 0.3459 3.7150 -0.2 -0.1 -0.1
H 0.2217 0.7746 2.7330 0.1 -0.1 -0.1
```
Positions in Å, forces in eV/Å.

Atomic partial charges in e from the natural (NBO) method, atoms 1 to 8: O -0.76; H 0.50; Zn 1.66; N -0.34; N -0.21; N -0.23; N -0.27; O -0.71

=====

(5)
Below is one molecule with the formula Cl2HN3 at a distorted geometry, with properties calculated with wB97M-V/def2-TZVPD.

Properties
orbital gap (spin up / spin down)	7.5 / 8.4	eV
energy	-1085.02230	a.u.
maximum force	3.3	eV/Å
relative energy (zero: lowest compared OMol25 entry of this formula, charge and spin)	19.0	kcal per mole
HOMO energy (spin up / spin down)	-0.2768 / -0.3867	Eh
spin multiplicity	3
M	113.935	g/mol

```
6
Properties=species:S:1:pos:R:3:forces:R:3
N -1.6152 -0.5024 0.3994 -1.8 -1.2 -0.6
N -1.3287 0.0634 1.6815 0.8 0.1 -0.1
N -0.6336 -0.2785 -0.3954 2.9 1.3 -0.7
Cl -2.7521 -0.1156 2.4682 -0.3 0.1 0.6
Cl -0.4251 -1.1829 -1.8712 -0.4 -0.1 0.7
H 0.3270 -0.0259 -0.0523 -1.2 -0.2 0.0
```
Positions in Å, forces in eV/Å.

The natural (NBO) scheme yields these atomic charges, measured in e: N -0.23; N -0.24; N -0.31; Cl 0.25; Cl 0.14; H 0.39